Molecular formula: C3H9N2
Method: DFT, ωB97M-V with the def2-TZVPD basis set

The geometry in XYZ format:
```
14
Properties=species:S:1:pos:R:3:lowdin_charge:R:1
C -0.303 -0.902 -1.001 -0.0565
C -0.291 0.055 0.130 -0.3100
N -1.614 0.391 0.768 0.2262
C 0.917 0.514 0.554 -0.1683
N 2.093 0.394 -0.114 0.0839
H 0.452 -1.615 -0.749 0.0846
H -1.205 -1.520 -0.894 0.0960
H -0.184 -0.385 -1.977 0.1112
H -2.271 0.383 0.010 0.1530
H -1.894 -0.343 1.423 0.1732
H -1.716 1.307 1.267 0.1961
H 1.093 0.782 1.608 0.1394
H 1.893 0.055 -1.079 0.1067
H 3.030 0.882 0.054 0.1646
```

Computed properties:
Total charge: +1
LUMO level (eV): -3.621
E_tot (eV): -6229.3233
Multiplicity: 1
SMILES: C/C([NH3+])=C\N

Molecular formula: C3H9N2
Method: DFT, ωB97M-V with the def2-TZVPD basis set

The geometry in XYZ format:
```
14
Properties=species:S:1:pos:R:3:lowdin_charge:R:1
C -0.173 -0.834 -0.934 0.0058
C -0.594 0.389 -0.126 -0.4162
C 0.388 -0.531 0.485 -0.2787
N -1.918 0.510 0.136 0.0781
N 1.645 0.163 0.646 0.1598
H -0.941 -1.546 -1.008 0.1003
H 0.605 -0.674 -1.715 0.1297
H 0.016 1.638 -0.789 0.2365
H 0.106 -1.088 1.433 0.1870
H -2.605 -0.112 -0.457 0.1776
H -2.270 1.227 0.680 0.0726
H 1.353 1.039 -0.019 0.1681
H 2.384 -0.499 0.116 0.2355
H 2.004 0.318 1.552 0.1438
```

Computed properties:
Total charge: +1
LUMO level (eV): -3.540
E_tot (eV): -6226.6752
Multiplicity: 1

Molecular formula: C3H9N2
Method: DFT, ωB97M-V with the def2-TZVPD basis set

The geometry in XYZ format:
```
14
Properties=species:S:1:pos:R:3:lowdin_charge:R:1
C -2.024 -0.504 -0.067 0.0829
N -0.467 -0.124 0.626 -0.0518
C -0.032 1.215 0.343 -0.1582
C 0.589 0.082 -0.428 -0.2535
N 1.900 -0.575 -0.004 0.2547
H -2.563 0.261 0.425 0.0581
H -1.811 -0.545 -1.179 0.1004
H -2.381 -1.376 0.342 0.0309
H 0.445 1.663 1.301 0.1387
H -0.749 2.027 -0.098 0.1550
H 0.585 0.129 -1.538 0.1645
H 2.233 -0.244 0.884 0.1650
H 2.609 -0.408 -0.600 0.1090
H 1.666 -1.600 -0.009 0.2041
```

Computed properties:
Total charge: +1
LUMO level (eV): -3.576
E_tot (eV): -6227.3810
Multiplicity: 1
SMILES: CN1C[C@H]1[NH3+]

Molecular formula: C3H9N2
Method: DFT, ωB97M-V with the def2-TZVPD basis set

The geometry in XYZ format:
```
14
Properties=species:S:1:pos:R:3:lowdin_charge:R:1
C -1.040 -1.177 0.827 0.2096
N -0.400 -0.498 -0.111 -0.0993
C -1.169 0.705 -0.812 0.0698
C 1.052 -0.358 -0.096 -0.2854
N 1.402 0.887 0.391 0.0357
H -0.616 -1.938 1.539 0.1480
H -2.043 -0.874 0.956 0.0939
H -0.468 1.495 -0.805 0.0581
H -1.174 0.544 -1.934 0.1239
H -2.159 0.801 -0.362 0.1011
H 1.341 -0.544 -1.110 0.1350
H 1.273 -1.212 0.584 0.1405
H 2.145 0.694 1.215 0.1804
H 1.855 1.475 -0.282 0.0888
```

Computed properties:
Total charge: +1
LUMO level (eV): -5.141
E_tot (eV): -6228.6023
Multiplicity: 1
SMILES: C=[N+](C)CN

Molecular formula: C3H9N2O
Method: DFT, ωB97M-V with the def2-TZVPD basis set

The geometry in XYZ format:
```
15
Properties=species:S:1:pos:R:3:lowdin_charge:R:1
C 1.552 -1.041 1.315 -0.1294
C -2.120 0.141 -1.727 -0.3723
C 0.354 -0.210 0.950 -0.3471
N -1.103 0.563 -2.313 -0.1024
N 0.811 1.042 0.343 -0.2346
O -0.189 1.822 -0.255 -0.3462
H 1.906 -0.794 2.377 0.0747
H 1.240 -2.094 1.524 0.0629
H 2.269 -0.809 0.490 0.0713
H -2.729 -0.681 -2.296 0.0195
H -0.671 1.279 -1.302 -0.0086
H -2.425 0.457 -0.658 0.0486
H -0.221 -0.757 0.212 0.0770
H -0.325 0.104 1.672 0.0805
H 1.651 0.976 -0.330 0.1061
```

Computed properties:
Total charge: -1
LUMO level (eV): 4.089
E_tot (eV): -8281.3049
Multiplicity: 1

Molecular formula: C3H9N2O
Method: DFT, ωB97M-V with the def2-TZVPD basis set

The geometry in XYZ format:
```
15
Properties=species:S:1:pos:R:3:lowdin_charge:R:1
C 0.684 1.167 -0.031 -0.3807
C 1.190 0.358 0.936 -0.2974
N 1.291 0.860 2.290 -0.0718
N 0.482 0.877 -1.343 -0.1134
H 0.340 2.149 0.318 0.0848
H 1.643 -0.608 0.724 0.0618
H 2.247 0.952 2.606 0.0243
H 0.826 0.259 2.957 0.0248
H 0.320 1.738 -1.862 -0.0115
H -0.941 0.203 -1.289 0.0067
C -1.618 -1.639 -1.052 -0.2579
O -1.889 -0.277 -1.217 -0.2363
H -1.062 -1.850 -0.126 0.0551
H -2.560 -2.192 -1.057 0.0512
H -0.952 -1.996 -1.853 0.0605
```

Computed properties:
Total charge: -1
LUMO level (eV): 4.412
E_tot (eV): -8283.7153
Multiplicity: 1

Molecular formula: C3H9N2O
Method: DFT, ωB97M-V with the def2-TZVPD basis set

The geometry in XYZ format:
```
15
Properties=species:S:1:pos:R:3:lowdin_charge:R:1
C 0.810 -0.291 -0.026 -0.2808
N -0.465 -0.030 0.621 -0.0932
C -0.657 1.470 0.797 -0.6160
O 0.216 2.060 1.577 -0.3114
C 0.646 -1.385 -1.038 -0.3631
N -0.118 -1.389 -2.093 0.0103
H 1.197 0.647 -0.453 0.1108
H 1.536 -0.653 0.715 0.1013
H -1.174 -0.298 -0.059 0.0535
H -0.692 1.918 -0.245 0.0765
H -1.731 1.489 1.144 0.0737
H 0.700 -0.649 -2.221 0.0859
H 1.187 -2.350 -0.923 0.0873
H -0.996 -2.409 0.606 0.0205
H -1.115 -3.093 0.338 0.0448
```

Computed properties:
Total charge: -1
LUMO level (eV): 4.049
E_tot (eV): -8279.9828
Multiplicity: 1

Molecular formula: C3H9N2O
Method: DFT, ωB97M-V with the def2-TZVPD basis set

The geometry in XYZ format:
```
15
Properties=species:S:1:pos:R:3:lowdin_charge:R:1
C -1.231 0.609 -0.020 -0.2986
C -0.793 -1.691 0.499 -0.2593
C 1.791 0.781 -0.800 -0.1868
N -0.517 -0.547 -0.235 -0.2334
N 1.288 0.163 0.427 -0.2059
O 0.736 1.079 1.202 -0.3377
H -2.041 0.887 -0.717 0.0476
H -1.773 0.550 1.017 0.0840
H -0.587 1.521 0.070 0.0498
H -0.657 -2.526 -0.193 0.0403
H -0.248 -1.953 1.462 0.0725
H -1.880 -1.714 0.599 0.0483
H 2.691 1.430 -0.538 0.0708
H 2.261 0.063 -1.486 0.0463
H 0.959 1.347 -1.289 0.0621
```

Computed properties:
Total charge: -1
LUMO level (alpha / beta) (eV): 4.599 / 4.599
E_tot (eV): -8280.1510
Multiplicity: 1